ORCA calculation (ωB97M-V with the def2-TZVPD basis set) on a molecular structure, C42H48N8O7S3Sm in a non-equilibrium geometry.

- Lowest unoccupied orbital energy (spin up / spin down): -3.200 / -3.200 eV
- Total charge: +1
- HOMO (spin up / spin down): -10.344 / -10.361 eV
- Orbital gap (spin up / spin down): 0.2626 / 0.2632 Eh
- Spin multiplicity: 6
- Energy above the lowest of the compared OMol25 structures with the same formula, charge and spin: 0.0 kJ/mol

Last column: Löwdin spin population.
Positions of all 109 atoms, in Å:
Sm  13.173  13.620  11.801  5.05
N  17.191  15.388  13.646  0.00
C  16.038  15.255  12.960  0.00
N  14.992  14.596  13.410  -0.01
C  15.071  13.991  14.643  0.00
N  14.061  13.323  15.088  0.00
N  12.971  13.410  14.333  -0.01
C  11.866  12.874  14.772  0.00
C  10.677  12.805  13.943  0.00
C  9.504  12.201  14.472  0.00
C  8.407  11.940  13.636  0.00
C  8.451  12.404  12.309  0.00
C  9.624  13.044  11.895  0.00
N  10.696  13.243  12.679  -0.01
C  16.276  14.098  15.438  0.00
C  16.369  13.515  16.720  0.00
C  17.479  13.733  17.511  0.00
C  18.534  14.512  17.000  0.00
C  18.490  15.103  15.735  0.00
C  17.357  14.887  14.946  0.00
H  17.954  15.918  13.197  0.00
H  15.968  15.735  11.966  0.00
H  11.865  12.365  15.742  0.00
H  9.495  11.941  15.527  0.00
H  7.558  11.406  14.051  0.00
H  7.618  12.330  11.630  0.00
H  9.742  13.437  10.874  0.00
H  15.523  12.907  17.033  0.00
H  17.573  13.288  18.490  0.00
H  19.416  14.682  17.595  0.00
H  19.330  15.694  15.391  0.00
C  8.853  21.102  10.754  0.00
C  9.744  19.938  11.032  0.00
C  11.125  20.111  10.900  0.00
C  11.962  19.034  11.096  0.00
C  11.355  17.846  11.468  0.00
C  9.981  17.633  11.622  0.00
C  9.158  18.703  11.391  0.00
S  12.313  16.434  11.569  0.00
O  12.035  15.869  12.898  0.00
O  13.732  16.693  11.273  0.00
N  11.685  15.398  10.560  0.00
C  12.245  15.233  9.331  0.00
C  12.542  16.282  8.383  0.00
C  13.339  15.979  7.282  0.00
C  13.703  14.623  7.027  0.00
C  13.293  13.674  7.971  0.00
N  12.558  13.964  9.051  0.00
H  9.476  21.969  10.479  0.00
H  8.243  21.442  11.611  0.00
H  8.146  20.913  9.925  0.00
H  11.510  21.102  10.672  0.00
H  13.035  19.069  10.985  0.00
H  9.599  16.647  11.871  0.00
H  8.082  18.608  11.465  0.00
H  12.192  17.278  8.568  0.00
H  13.742  16.804  6.688  0.00
H  14.246  14.267  6.147  0.00
H  13.579  12.639  7.907  0.00
C  12.469  8.712  14.569  0.00
C  12.525  8.130  13.137  0.00
C  12.936  9.104  12.023  0.00
S  11.667  10.386  11.682  0.00
O  12.355  11.611  11.032  -0.01
C  10.736  9.586  10.298  0.00
C  11.080  10.011  8.855  0.00
C  12.439  9.442  8.354  0.00
H  12.337  7.917  15.301  0.00
H  11.639  9.409  14.670  0.00
H  13.416  9.212  14.804  0.00
H  11.539  7.717  12.861  0.00
H  13.248  7.293  13.166  0.00
H  13.149  8.548  11.097  0.00
H  13.849  9.658  12.304  0.00
H  9.712  9.863  10.550  0.00
H  10.839  8.491  10.431  0.00
H  11.090  11.103  8.826  0.00
H  10.289  9.612  8.202  0.00
H  13.286  9.877  8.898  0.00
H  12.596  9.672  7.294  0.00
H  12.481  8.339  8.481  0.00
C  21.841  16.875  13.535  0.00
C  21.514  15.451  13.180  0.00
C  21.631  14.432  14.142  0.00
C  21.230  13.147  13.819  0.00
C  20.784  12.873  12.530  0.00
C  20.717  13.863  11.539  0.00
C  21.054  15.149  11.889  0.00
S  20.272  11.210  12.183  0.00
O  21.313  10.571  11.413  0.00
O  19.736  10.656  13.405  0.00
N  19.070  11.305  11.109  0.00
C  17.874  12.010  11.469  0.00
C  16.704  11.542  10.610  0.00
C  15.483  12.370  11.166  0.00
O  15.184  13.471  10.588  -0.01
O  14.872  11.924  12.200  -0.01
H  22.148  16.927  14.587  0.00
H  20.993  17.535  13.379  0.00
H  22.689  17.244  12.915  0.00
H  22.030  14.658  15.128  0.00
H  21.291  12.341  14.533  0.00
H  20.436  13.635  10.537  0.00
H  20.997  15.967  11.170  0.00
H  19.305  11.099  10.133  0.00
H  17.975  13.103  11.333  0.00
H  17.707  11.795  12.529  0.00
H  16.527  10.462  10.740  0.00
H  16.885  11.794  9.553  0.00

Atomic forces in eV per Å
-0.831 0.800 0.141
0.562 0.787 -0.553
-0.481 -0.305 0.322
1.122 0.866 -0.981
-0.083 -0.042 -0.610
0.222 -0.347 1.952
-2.359 -1.056 -1.199
1.976 0.325 0.153
-1.947 -0.361 -0.031
0.353 0.052 -0.616
0.759 0.591 0.141
0.821 0.130 0.774
0.118 0.370 -0.103
0.122 -0.528 -0.116
1.151 0.489 0.462
-0.218 0.197 -0.426
0.416 0.195 -0.728
-0.374 0.179 -0.416
-0.363 -0.477 0.331
-1.008 -0.799 0.208
-0.638 -0.497 0.524
0.131 -0.354 0.652
-0.075 0.296 -0.097
-0.076 -0.172 -0.207
-0.037 0.182 -0.196
-0.070 -0.205 -0.042
-0.155 -0.192 0.487
0.237 0.156 0.103
-0.081 -0.010 0.042
0.103 -0.021 0.180
-0.106 -0.020 -0.118
-0.341 1.161 -0.223
-0.464 0.021 0.065
-0.660 0.197 0.169
-0.581 -0.402 0.334
0.275 0.229 -0.321
0.334 0.227 -0.117
0.549 0.687 -0.196
0.266 -0.187 0.680
0.729 -0.219 -0.674
-0.904 -0.209 0.271
0.075 -0.425 0.972
0.593 0.671 -2.561
0.404 -1.509 0.444
0.001 -0.701 0.288
-0.509 -0.010 0.866
-0.191 1.022 -0.687
0.652 0.126 0.696
-0.369 -0.268 -0.044
0.282 -0.431 -0.193
0.355 -0.019 0.316
-0.037 -0.227 -0.095
0.077 0.084 -0.025
0.128 0.175 0.010
0.030 0.094 0.005
0.086 0.372 0.163
-0.403 -0.405 -0.131
-0.008 0.499 0.390
0.047 -0.317 -0.312
0.227 0.034 -0.682
-0.320 -0.110 0.336
0.771 0.079 -0.090
0.399 -0.060 -0.746
-0.395 -1.332 0.332
-0.078 -0.261 0.095
0.884 -0.446 0.361
-0.249 -0.075 0.296
-0.089 -0.047 -0.060
0.040 0.166 0.105
-0.221 0.060 -0.021
0.303 -0.152 0.222
-0.358 0.374 -0.371
-0.133 0.330 0.222
-0.388 0.010 -0.118
-0.069 -0.089 -0.181
-0.018 0.490 0.076
-0.075 -0.078 -0.232
0.066 0.308 0.297
-0.192 -0.051 0.019
-0.144 -0.086 0.199
-0.065 0.607 -0.124
0.945 -0.081 0.002
-0.197 -0.205 0.307
-0.096 0.536 -0.694
0.052 -0.087 -0.420
-0.320 0.077 0.042
0.221 -0.436 0.974
0.319 0.607 0.414
0.735 -0.976 -0.682
-0.159 0.088 0.813
0.522 0.443 -0.540
0.037 0.089 -0.492
-0.291 0.103 -0.241
-1.197 0.722 0.734
0.701 -0.979 -0.395
0.212 -0.926 0.614
0.585 0.757 -1.169
-0.076 0.160 -0.252
-0.091 0.119 -0.038
-0.562 -0.140 0.384
-0.109 -0.023 -0.125
-0.087 -0.057 0.132
-0.303 -0.239 -0.511
-0.007 -0.275 0.035
-0.005 0.307 0.728
0.053 -0.210 0.125
-0.246 0.116 -0.124
0.047 0.465 -0.041
-0.181 -0.089 0.362